Model w:
A 8-piece molecular cluster, C16H48O8 overall, computed with wB97M-V/def2-TZVPD.

Values from the calculation:
HOMO level, eV: -9.34
SMILES: CCO.CCO.CCO.CCO.CCO.CCO.CCO.CCO
LUMO level, eV: 0.6

```
72
Properties=species:S:1:pos:R:3:mulliken_charge:R:1
C 1.340 -2.782 -0.697 -0.0560
C 2.716 -2.557 0.139 -0.1727
O 3.856 -2.624 -0.693 -0.5431
H 1.470 -2.344 -1.681 -0.3036
H 0.476 -2.425 -0.119 -0.1353
H 1.217 -3.879 -0.862 0.4572
H 2.741 -3.256 0.952 0.4297
H 2.637 -1.588 0.581 -0.0431
H 4.408 -3.406 -0.530 0.3054
C -3.465 -1.714 -1.384 -0.9928
C -2.400 -1.159 -0.419 0.2392
O -1.868 0.090 -0.905 -0.4001
H -2.942 -1.532 -2.323 0.1625
H -4.370 -1.066 -1.392 0.2879
H -3.749 -2.793 -1.319 0.3573
H -1.509 -1.718 -0.422 -0.0777
H -2.821 -1.046 0.578 0.1363
H -2.543 0.777 -1.005 0.1164
C -3.164 2.094 1.776 -0.7138
C -3.594 3.058 0.674 -0.4357
O -3.140 2.627 -0.609 -0.4142
H -3.618 1.112 1.712 0.2247
H -3.614 2.529 2.633 0.4683
H -2.068 2.111 1.809 -0.0136
H -3.095 4.021 0.908 0.2964
H -4.707 3.151 0.709 0.3639
H -3.354 3.363 -1.232 0.2506
C 2.221 1.246 5.524 -1.2892
C 1.932 2.120 4.301 0.8188
O 1.388 3.381 4.717 -0.5814
H 3.074 1.711 6.016 0.4283
H 2.566 0.252 5.298 0.3062
H 1.366 1.226 6.221 0.3134
H 1.165 1.828 3.614 -0.4777
H 2.890 2.266 3.706 0.1450
H 1.902 3.857 5.399 0.2909
C -0.463 -1.282 4.953 -1.2209
C -0.381 -0.896 3.539 0.5338
O 1.026 -1.038 3.092 -0.5483
H 0.112 -2.216 5.132 0.2753
H -1.504 -1.446 5.279 0.3813
H -0.121 -0.455 5.590 0.1726
H -0.631 0.137 3.309 -0.0357
H -1.042 -1.548 2.889 0.1887
H 0.993 -0.693 2.198 0.1896
C 0.394 2.873 0.725 -0.2346
C 1.245 1.913 -0.110 -0.3245
O 0.572 0.679 -0.316 -0.4359
H -0.654 2.891 0.326 0.0424
H 0.760 3.969 0.760 0.3897
H 0.416 2.511 1.733 -0.3117
H 2.185 1.685 0.376 0.4439
H 1.443 2.390 -1.112 0.2250
H -0.364 0.838 -0.461 0.1913
C -0.759 -2.029 -5.280 -0.7542
C -0.810 -0.528 -5.405 -0.0322
O -1.487 -0.006 -4.237 -0.5462
H -0.314 -2.535 -6.150 0.3603
H -1.823 -2.350 -5.256 0.2695
H -0.213 -2.254 -4.362 0.0231
H -1.332 -0.161 -6.293 0.4080
H 0.174 -0.119 -5.488 -0.1084
H -0.780 -0.047 -3.533 0.3800
C 2.641 -1.658 -4.048 -0.9023
C 2.208 -0.217 -3.805 -0.2605
O 1.033 -0.226 -3.035 0.0134
H 2.804 -2.255 -3.147 0.2136
H 3.548 -1.663 -4.626 0.4046
H 1.838 -2.086 -4.584 0.1357
H 2.005 0.211 -4.813 0.2001
H 2.861 0.559 -3.371 0.3944
H 1.077 0.120 -2.144 0.1306
```

=====

Model x:
A 8-piece molecular cluster, C16H48O8 overall, computed with wB97M-V/def2-TZVPD.

Values from the calculation:
HOMO level, eV: -9.44
SMILES: CCO.CCO.CCO.CCO.CCO.CCO.CCO.CCO
LUMO level, eV: 0.2

```
72
Properties=species:S:1:pos:R:3:mulliken_charge:R:1
C -0.034 0.081 1.609 -0.9886
C 1.114 0.519 0.720 -0.3424
O 0.860 0.005 -0.596 -0.3749
H 0.133 0.398 2.638 0.5093
H -0.130 -1.007 1.583 0.2147
H -0.985 0.486 1.258 0.0191
H 2.047 0.068 1.077 0.3382
H 1.219 1.605 0.696 0.2984
H 1.511 0.355 -1.213 0.2205
C -3.446 1.169 2.745 -0.5183
C -4.845 0.775 3.084 -0.3786
O -4.884 -0.161 4.176 -0.5593
H -3.442 1.710 1.798 0.3887
H -2.826 0.279 2.654 -0.1735
H -2.996 1.788 3.523 0.3876
H -5.316 0.335 2.202 0.2913
H -5.440 1.648 3.364 0.2851
H -5.314 -0.960 3.863 0.2867
C -1.340 -3.114 5.007 -1.3651
C -2.164 -2.053 4.302 0.7841
O -2.268 -0.903 5.130 -0.6285
H -1.257 -3.999 4.372 0.3476
H -1.794 -3.422 5.952 0.3402
H -0.356 -2.718 5.261 0.3246
H -3.167 -2.432 4.091 0.1236
H -1.645 -1.781 3.378 -0.3153
H -3.162 -0.547 5.046 0.3922
C 7.491 2.045 -1.032 -1.2724
C 6.212 1.606 -1.715 0.1307
O 5.406 0.880 -0.820 -0.5301
H 7.251 2.688 -0.187 0.3251
H 8.080 2.632 -1.746 0.3627
H 8.116 1.207 -0.730 0.3050
H 6.452 0.992 -2.600 0.1319
H 5.692 2.492 -2.103 0.2236
H 4.483 1.066 -1.014 0.2789
C 3.602 0.058 -4.471 -1.2755
C 2.720 -0.031 -3.240 0.0049
O 2.949 1.026 -2.297 -0.3248
H 4.657 0.160 -4.208 0.2175
H 3.311 0.891 -5.112 0.3494
H 3.511 -0.870 -5.036 0.4162
H 2.842 -0.971 -2.705 0.2776
H 1.663 -0.014 -3.547 0.2080
H 2.893 1.862 -2.773 0.1384
C 1.059 4.507 -1.242 -0.7798
C -0.070 4.427 -2.251 -0.1791
O -1.054 3.522 -1.770 -0.4959
H 1.829 5.207 -1.583 0.3684
H 1.554 3.545 -1.094 -0.0869
H 0.752 4.876 -0.262 0.3336
H 0.358 4.081 -3.201 0.2563
H -0.492 5.423 -2.418 0.3028
H -1.616 3.253 -2.500 0.2825
C -0.156 -2.746 -2.254 -0.8262
C -1.051 -1.621 -2.702 -0.3669
O -1.582 -0.860 -1.628 -0.5303
H -0.682 -3.511 -1.685 0.2791
H 0.662 -2.374 -1.630 0.1118
H 0.312 -3.221 -3.123 0.3757
H -1.899 -2.018 -3.261 0.3808
H -0.496 -0.954 -3.375 0.2161
H -0.852 -0.378 -1.206 0.3909
C -4.589 -3.569 0.689 -1.2730
C -3.203 -2.986 0.514 0.2560
O -3.304 -1.572 0.640 -0.3781
H -5.188 -3.329 -0.193 0.3216
H -5.051 -3.095 1.554 0.2217
H -4.585 -4.653 0.789 0.3753
H -2.805 -3.253 -0.468 0.0659
H -2.535 -3.369 1.295 0.1625
H -2.717 -1.176 -0.019 0.3403
```

=====

Model y:
A 8-piece molecular cluster, C16H48O8 overall, computed with wB97M-V/def2-TZVPD.

Values from the calculation:
HOMO level, eV: -9.59
SMILES: CC(C)O.CC(C)O.CC(C)O.CC(C)O.CO.CO.CO.CO
LUMO level, eV: 0.3

```
72
Properties=species:S:1:pos:R:3:mulliken_charge:R:1
C 4.099 4.330 -0.159 -1.3881
C 3.128 3.449 0.577 0.4180
C 2.619 2.312 -0.276 -0.5429
O 3.759 2.841 1.714 -0.5314
H 3.646 4.761 -1.055 0.3459
H 4.974 3.758 -0.467 0.3445
H 4.417 5.168 0.468 0.4078
H 2.280 4.055 0.922 0.2171
H 2.003 1.640 0.320 -0.0261
H 3.445 1.732 -0.694 0.1893
H 2.048 2.669 -1.133 0.2505
H 4.030 3.535 2.322 0.3154
C 3.833 -2.096 2.787 -1.2114
C 2.508 -1.459 3.201 1.0105
C 1.365 -2.433 3.032 -1.2454
O 2.525 -1.103 4.587 -0.6017
H 4.003 -2.979 3.410 0.3110
H 4.677 -1.413 2.902 0.4172
H 3.814 -2.420 1.745 0.1479
H 2.354 -0.564 2.582 -0.0605
H 1.367 -3.088 3.905 0.4419
H 1.497 -3.036 2.136 0.1812
H 0.403 -1.926 2.996 0.2709
H 3.200 -0.430 4.710 0.3265
C 2.121 -3.022 -1.680 -0.8275
C 3.474 -2.356 -1.859 0.2020
C 3.341 -0.839 -1.856 -0.8715
O 4.335 -2.781 -0.799 -0.5246
H 1.681 -2.719 -0.730 -0.2159
H 2.233 -4.109 -1.700 0.4437
H 1.447 -2.780 -2.503 0.3909
H 3.871 -2.663 -2.837 0.2957
H 2.763 -0.460 -2.698 0.3057
H 4.330 -0.375 -1.855 0.4842
H 2.841 -0.536 -0.930 -0.0457
H 5.238 -2.591 -1.069 0.3298
C -4.992 0.396 -1.276 -1.1268
C -6.293 0.984 -1.734 0.5911
C -6.895 1.962 -0.732 -1.3318
O -5.999 1.669 -2.983 -0.5754
H -5.061 -0.007 -0.262 0.3745
H -4.202 1.147 -1.247 0.0962
H -4.663 -0.431 -1.906 0.3879
H -7.021 0.211 -1.992 0.2198
H -6.404 2.933 -0.818 0.3681
H -6.761 1.607 0.292 0.2760
H -7.968 2.091 -0.886 0.3895
H -6.773 2.180 -3.236 0.3085
C -0.468 0.234 -3.083 -0.2981
O 0.550 1.190 -2.893 -0.4541
H -0.205 -0.735 -2.645 0.0453
H -1.410 0.507 -2.594 0.0635
H -0.686 0.087 -4.143 0.3525
H 0.204 1.938 -2.404 0.2915
C -0.961 -3.743 0.071 -0.0005
O -2.184 -3.140 0.420 -0.5986
H -0.103 -3.287 0.584 -0.3552
H -0.968 -4.789 0.375 0.3637
H -0.740 -3.673 -1.003 0.2138
H -2.077 -2.189 0.258 0.3728
C -3.618 2.290 1.612 -0.5757
O -3.634 0.887 1.896 -0.5147
H -3.384 2.407 0.559 0.2233
H -4.598 2.733 1.807 0.3125
H -2.874 2.791 2.235 0.2951
H -3.956 0.759 2.792 0.2621
C -0.552 -0.246 0.505 -0.5399
O -1.903 -0.345 0.035 -0.3254
H 0.073 -0.912 -0.091 -0.1331
H -0.171 0.755 0.280 0.4372
H -0.512 -0.502 1.560 0.5182
H -2.457 0.174 0.634 0.1111
```

=====

Most stable structure, least stable structure: model x, model w.

=====

Model w:
A single C4H8OS2 molecule, computed with wB97M-V/def2-TZVPD.

Values from the calculation:
HOMO level, eV: -8.53
SMILES: CC1(O)SCCS1
LUMO level, eV: 0.6

```
15
Properties=species:S:1:pos:R:3:mulliken_charge:R:1
C -1.109 -1.584 0.519 -1.4194
C 0.184 -0.883 0.619 0.5419
O 1.147 -1.586 1.316 -0.5005
S 0.081 0.758 1.298 -0.1057
C -0.348 1.537 -0.294 -0.5663
C 0.927 1.338 -1.205 -0.4403
S 1.150 -0.493 -1.322 -0.1647
H -1.059 -2.569 0.663 0.4746
H -1.372 -1.584 -0.549 0.3519
H -1.960 -1.080 1.033 0.2894
H 1.812 -0.958 1.581 0.3529
H -0.665 2.570 0.131 0.3203
H -1.322 0.991 -0.655 0.2549
H 0.667 1.720 -2.193 0.3040
H 1.867 1.823 -0.941 0.3072
```

=====

Model x:
A single C4H8OS2 molecule, computed with wB97M-V/def2-TZVPD.

Values from the calculation:
HOMO level, eV: -8.91
SMILES: OCC[C@H](S)C=S
LUMO level, eV: -0.6

```
15
Properties=species:S:1:pos:R:3:mulliken_charge:R:1
O 1.737 1.696 -0.609 -0.5006
C 0.506 1.768 0.073 -0.2941
C 0.365 0.674 1.116 -0.7345
C 0.025 -0.760 0.523 -0.1925
S 1.551 -1.581 -0.086 -0.1079
C -1.126 -0.692 -0.495 -0.3590
S -2.520 0.043 -0.143 -0.1550
H 1.885 2.493 -1.124 0.3007
H 0.401 2.760 0.645 0.2893
H -0.319 1.675 -0.674 0.2400
H -0.456 0.916 1.844 0.3732
H 1.273 0.571 1.714 0.3868
H -0.392 -1.358 1.358 0.3523
H 1.510 -0.784 -1.115 0.1117
H -0.908 -1.180 -1.419 0.2897
```

=====

Model y:
A single C4H8OS2 molecule, computed with wB97M-V/def2-TZVPD.

Values from the calculation:
HOMO level, eV: -9.03
SMILES: CSSCCC=O
LUMO level, eV: -1.5

```
15
Properties=species:S:1:pos:R:3:mulliken_charge:R:1
C 2.572 0.550 -1.015 -0.7079
S 2.111 -0.160 0.575 -0.1322
S 0.551 -2.143 0.009 -0.0982
C -0.770 -1.217 0.830 -0.7777
C -1.051 0.045 0.026 -0.0762
C -2.355 0.652 0.487 -0.1903
O -2.655 0.915 1.633 -0.4831
H 2.204 1.585 -1.001 0.2667
H 1.993 0.062 -1.829 0.2483
H 3.597 0.700 -1.416 0.3270
H -1.670 -1.890 0.875 0.3922
H -0.326 -1.038 1.811 0.3602
H -0.936 0.177 -1.060 0.3471
H -0.273 0.742 0.387 0.1713
H -2.993 1.018 -0.314 0.3526
```

=====

Most stable structure, least stable structure: model x, model y.

=====

Model w:
An isolated ion of composition C2H4N3 and charge +1, computed with wB97M-V/def2-TZVPD.

Values from the calculation:
HOMO level, eV: -16.86
SMILES: C[C@]12N=[N+]1N2
LUMO level, eV: -7.6
Total charge: +1

```
9
Properties=species:S:1:pos:R:3:mulliken_charge:R:1
C 1.216 0.126 -0.083 -0.8549
C -0.126 -0.406 -0.068 0.6987
N -0.774 -0.719 -1.203 -0.1558
N -1.720 -0.049 -0.672 0.0914
N -1.411 -0.121 0.682 -0.1361
H 1.904 -0.661 -0.691 0.3298
H 1.558 0.287 0.988 0.3504
H 1.288 1.205 -0.411 0.3502
H -1.935 0.338 1.458 0.3262
```

=====

Model x:
An isolated ion of composition C2H4N3 and charge +1, computed with wB97M-V/def2-TZVPD.

Values from the calculation:
HOMO level, eV: -15.94
SMILES: C1=[NH+]CN=N1
LUMO level, eV: -6.5
Total charge: +1

```
9
Properties=species:S:1:pos:R:3:mulliken_charge:R:1
C 0.843 0.309 0.863 0.1035
N 0.468 0.517 -0.345 0.0101
C -0.702 -0.302 -0.619 -0.2936
N -0.903 -1.001 0.583 0.0260
N -0.089 -0.713 1.443 -0.1549
H 1.652 0.730 1.433 0.4067
H 0.894 1.143 -1.025 0.2404
H -0.576 -0.993 -1.466 0.3316
H -1.587 0.308 -0.867 0.3301
```

=====

Most stable structure, least stable structure: model x, model w.